{"formula": "C20H40NO12S3", "method": "ωB97M-V with the def2-TZVPD basis set", "total_charge": 1, "e_lumo_ev": -1.6, "total_energy_ev": -79940.2192, "elements": ["N", "H", "H", "H", "H", "C", "C", "C", "O", "C", "O", "O", "H", "H", "H", "H", "H", "H", "C", "C", "C", "O", "C", "O", "O", "H", "H", "H", "H", "H", "H", "C", "C", "C", "S", "O", "O", "C", "H", "H", "H", "H", "H", "H", "H", "H", "C", "C", "C", "S", "O", "O", "C", "H", "H", "H", "H", "H", "H", "H", "H", "C", "C", "C", "S", "O", "O", "C", "H", "H", "H", "H", "H", "H", "H", "H"], "xyz": [[0.83687, -1.74048, -0.48180], [0.92613, -1.46280, 0.52713], [0.53283, -2.80548, -0.70032], [1.68384, -1.81278, -0.91617], [0.13087, -1.32044, -1.07078], [4.52896, 2.46072, -0.88848], [3.45339, 2.67902, 0.23618], [2.38999, 3.87647, 0.04194], [1.29148, 3.28717, 0.64435], [1.39399, 1.96484, 0.61841], [0.42226, 1.21227, 0.78223], [2.60888, 1.56524, 0.39753], [4.05203, 2.31483, -1.79630], [4.95849, 1.59205, -0.69117], [5.28758, 3.23596, -0.80158], [4.00169, 3.13343, 1.07255], [2.30580, 3.95003, -1.14273], [2.88566, 4.90165, 0.50588], [-5.14980, -0.83283, -4.88864], [-3.93223, -1.68303, -4.75950], [-2.72629, -1.53353, -5.76752], [-1.68126, -1.89287, -4.99548], [-2.02097, -1.84161, -3.73764], [-1.20512, -2.26034, -2.92266], [-3.22253, -1.61767, -3.60022], [-5.52782, -0.83143, -5.85827], [-5.08723, 0.05041, -4.84350], [-5.82242, -1.21934, -4.07234], [-4.36948, -2.65373, -4.74485], [-2.61925, -0.46232, -5.80626], [-2.86973, -2.04200, -6.64747], [-3.11235, -0.27639, 3.68085], [-3.48213, -1.72273, 4.01008], [-2.28711, -2.50054, 4.34940], [-1.00276, -1.76038, 3.35019], [-0.77049, -2.52568, 2.17386], [0.14003, -1.32643, 4.21720], [-1.95156, -0.29715, 2.78432], [-2.94513, 0.37033, 4.62925], [-3.88454, -0.02593, 2.93780], [-3.71603, -2.24413, 2.93371], [-4.46632, -1.83651, 4.61050], [-2.23620, -3.81387, 4.15495], [-1.96949, -2.51364, 5.39255], [-2.31808, -0.51270, 1.75758], [-1.32244, 0.51165, 2.87445], [-3.44279, 3.47036, -1.28423], [-4.26352, 2.24644, -1.31688], [-3.53770, 1.34504, -2.33887], [-1.80785, 1.67301, -2.12427], [-1.13240, 2.01857, -3.32025], [-1.43027, 0.57236, -1.31149], [-1.98853, 3.12340, -1.13651], [-3.78816, 4.26066, -0.36019], [-3.56149, 4.08970, -2.24262], [-5.33322, 2.28359, -1.51845], [-4.07055, 1.72535, -0.42548], [-3.87494, 1.59364, -3.44261], [-3.83369, 0.29652, -2.01731], [-1.37524, 3.87148, -1.55113], [-1.80930, 2.81880, -0.11903], [6.24266, -2.11687, 3.49323], [6.16688, -0.66889, 2.99383], [4.82908, -0.36954, 2.35423], [4.65264, -1.77827, 1.31134], [5.21322, -1.63066, 0.03706], [3.24658, -2.34968, 1.39649], [5.78228, -2.78886, 2.23974], [5.42754, -2.40492, 4.16204], [7.30829, -2.09846, 3.92225], [7.14273, -0.48681, 2.45373], [6.15715, 0.09032, 3.74432], [4.81571, 0.32410, 1.64064], [4.09887, -0.16254, 3.09755], [6.64765, -2.83216, 1.72588], [5.38639, -3.85297, 2.38779]]}